Density functional theory data (the ωB97M-V functional and the def2-TZVPD basis) for a molecular structure, C32H58CdF3O20.

Values from the calculation:
Energy above the lowest of the compared OMol25 structures with the same formula, charge and spin (eV): 2.1274
HOMO-LUMO gap (eV): 7.21
LUMO (eV): -3.97
Net charge: +1
Max |F| (Eh/bohr): 0.1188

CARTESIAN COORDINATES (ANGSTROEM)
Cd  -1.51  -0.44  -4.26
C  0.93  -0.48  -2.11
O  0.22  0.59  -1.59
O  0.10  -0.90  -3.17
C  2.37  -0.02  -2.45
F  2.97  -0.90  -3.24
F  2.44  1.10  -3.09
F  3.20  0.11  -1.46
C  0.57  1.24  -0.34
C  -0.52  2.40  -0.09
H  -1.49  1.97  0.13
H  -0.23  2.84  0.87
H  -0.36  3.19  -0.83
H  1.58  1.64  -0.35
H  0.47  0.46  0.41
H  0.99  -1.23  -1.31
C  -2.78  -3.30  -4.02
O  -2.77  -2.00  -3.47
C  -3.39  -1.81  -2.17
C  -3.89  -0.36  -2.22
O  -2.90  0.41  -2.87
C  -3.20  1.73  -3.14
C  -1.94  2.42  -3.64
O  -1.19  1.54  -4.53
C  -0.07  2.37  -5.00
H  -2.10  -3.41  -4.86
H  -3.76  -3.70  -4.30
H  -2.34  -4.00  -3.32
H  -2.83  -2.11  -1.29
H  -4.22  -2.47  -1.91
H  -3.96  -0.05  -1.18
H  -4.83  -0.28  -2.77
H  -3.58  2.18  -2.23
H  -4.08  1.79  -3.79
H  -1.29  2.84  -2.87
H  -2.14  3.35  -4.16
H  0.54  1.70  -5.61
H  0.50  2.72  -4.13
H  -0.30  3.30  -5.51
C  -3.95  1.63  4.52
O  -3.16  0.71  3.80
C  -3.50  0.58  2.41
C  -4.84  -0.12  2.02
O  -5.01  -1.39  2.61
C  -4.26  -2.52  2.13
C  -5.08  -3.80  1.97
O  -5.52  -4.30  3.32
C  -5.92  -5.70  3.30
H  -4.99  1.78  4.23
H  -3.52  2.63  4.51
H  -3.94  1.25  5.55
H  -2.74  0.07  1.81
H  -3.63  1.64  2.17
H  -5.02  -0.19  0.95
H  -5.74  0.34  2.42
H  -3.40  -2.70  2.77
H  -3.81  -2.27  1.17
H  -4.47  -4.66  1.69
H  -5.94  -3.52  1.36
H  -6.63  -5.80  4.12
H  -5.03  -6.33  3.33
H  -6.45  -6.01  2.40
C  0.51  7.84  0.62
C  -0.82  7.42  -0.03
C  -0.61  6.76  -1.36
O  -1.61  5.78  -1.29
C  -2.01  5.51  -0.11
O  -2.80  4.62  0.19
O  -1.45  6.40  0.65
H  1.03  6.89  0.80
H  0.48  8.44  1.52
H  1.22  8.36  -0.02
H  -1.46  8.28  -0.16
H  0.37  6.28  -1.39
H  -0.68  7.49  -2.16
C  0.65  -5.73  2.39
C  0.84  -4.23  2.26
C  2.23  -3.90  2.95
O  3.03  -3.57  1.82
C  2.30  -3.57  0.62
O  2.80  -3.41  -0.50
O  1.02  -3.68  0.96
H  -0.28  -6.03  1.91
H  0.52  -6.12  3.40
H  1.45  -6.32  1.95
H  -0.06  -3.71  2.60
H  2.67  -4.77  3.44
H  2.06  -3.11  3.68
C  5.71  -1.67  -1.20
C  5.90  -2.88  -0.32
C  5.72  -4.26  -0.93
O  6.98  -4.84  -0.67
C  7.78  -4.07  -0.05
O  8.92  -4.25  0.20
O  7.12  -2.94  0.39
H  6.44  -1.44  -1.97
H  5.79  -0.76  -0.61
H  4.68  -1.69  -1.56
H  5.15  -2.85  0.47
H  5.56  -4.16  -2.01
H  4.85  -4.78  -0.53
C  5.01  2.75  0.04
C  4.85  2.04  1.42
C  5.08  2.91  2.56
O  4.06  2.75  3.46
C  3.07  2.17  2.90
O  1.98  2.02  3.42
O  3.43  1.80  1.66
H  4.88  2.13  -0.85
H  6.08  2.92  -0.13
H  4.41  3.63  -0.16
H  5.48  1.17  1.59
H  5.02  3.97  2.32
H  5.97  2.67  3.14

These are the Löwdin partial charges, in e, on atoms 1 to 2: 1.510 -0.385

Density functional theory data (the ωB97M-V functional and the def2-TZVPD basis) for a molecular structure, C28H47N3O9SbSeSi3W.

Values from the calculation:
Energy above the lowest of the compared OMol25 structures with the same formula, charge and spin (eV): 0.2810
HOMO-LUMO gap (eV): 6.36
LUMO (eV): -4.63
Net charge: +1
Max |F| (Eh/bohr): 0.0132

CARTESIAN COORDINATES (ANGSTROEM)
W  -0.62  -1.11  0.51
O  1.03  -2.12  4.32
C  0.25  -3.22  4.75
C  0.46  -4.32  3.75
N  0.08  -3.92  2.37
C  1.21  -3.96  1.47
C  1.93  -2.64  1.34
O  3.09  -2.44  1.45
O  1.10  -1.60  0.86
C  -1.10  -4.60  1.87
C  -1.91  -3.80  0.86
O  -3.04  -3.97  0.58
O  -1.14  -2.86  0.17
H  0.64  -1.32  4.69
H  -0.80  -2.95  4.80
H  0.58  -3.57  5.74
H  -0.09  -5.21  4.06
H  1.52  -4.59  3.74
H  0.89  -4.22  0.46
H  1.97  -4.68  1.77
H  -1.79  -4.81  2.69
H  -0.88  -5.56  1.39
C  2.95  -0.01  -1.07
Sb  1.10  0.83  -1.77
C  -0.45  -0.82  -1.49
C  -1.71  -0.36  -2.19
C  -2.87  -1.14  -2.14
C  -4.01  -0.68  -2.78
C  -3.98  0.54  -3.43
C  -2.79  1.25  -3.42
N  -1.68  0.82  -2.81
Si  0.22  -2.29  -2.62
C  0.74  -1.48  -4.23
C  1.65  -3.30  -1.96
C  -1.13  -3.53  -3.01
C  0.63  2.21  -0.10
C  -0.85  2.16  0.18
C  -1.55  3.36  0.39
C  -2.93  3.41  0.39
C  -3.64  2.23  0.19
C  -2.92  1.07  0.13
N  -1.57  1.01  0.16
Si  1.77  2.31  1.49
C  3.36  3.23  1.08
C  0.78  3.25  2.76
C  2.50  0.79  2.32
Si  0.99  3.84  -1.14
C  1.06  5.47  -0.21
C  2.64  3.59  -2.03
C  -0.32  4.03  -2.47
H  3.58  -0.10  -1.96
H  2.86  -0.97  -0.59
H  3.42  0.68  -0.37
H  -2.88  -2.08  -1.61
H  -4.92  -1.27  -2.75
H  -4.85  0.94  -3.94
H  -2.71  2.22  -3.91
H  1.72  -1.00  -4.17
H  0.01  -0.74  -4.57
H  0.80  -2.26  -4.98
H  2.34  -2.80  -1.27
H  2.25  -3.60  -2.83
H  1.29  -4.22  -1.50
H  -1.90  -3.12  -3.67
H  -1.61  -3.96  -2.14
H  -0.63  -4.34  -3.55
H  -0.99  4.26  0.52
H  -3.44  4.35  0.53
H  -4.71  2.21  0.16
H  -3.43  0.12  0.09
H  3.29  4.18  0.55
H  4.07  2.60  0.54
H  3.82  3.44  2.05
H  0.49  4.25  2.42
H  1.39  3.38  3.66
H  -0.13  2.72  3.04
H  3.18  0.23  1.69
H  1.81  0.10  2.79
H  3.11  1.23  3.12
H  1.62  5.46  0.72
H  0.07  5.89  -0.01
H  1.55  6.18  -0.88
H  3.29  2.82  -1.62
H  3.21  4.52  -1.98
H  2.48  3.37  -3.09
H  -1.24  4.47  -2.08
H  -0.56  3.09  -2.95
H  0.07  4.71  -3.23
O  -2.72  1.17  2.97
Se  -1.89  -0.17  2.95
O  -2.29  -1.18  1.56
O  -0.35  0.01  2.23
O  -1.82  -1.09  4.24

These are the Löwdin partial charges, in e, on atoms 1 to 2: 1.890 -0.057